No. 1
Density functional theory data (ωB97M-V/def2-TZVPD) for a single C4H11N3O molecule in a non-equilibrium geometry.

Values from the calculation:
- Net charge: 0
- SMILES: C[C@H](N)CNC(N)=O
- Highest occupied orbital energy: -9.61 eV
- LUMO level: 0.028 Eh
- ΔE to the lowest compared entry with this formula, charge and spin: 46.9 kJ/mol
- Orbital gap: 10.372 eV

Each line ends with the Löwdin charge.
Element x y z (Å)
1 H -2.680 -0.698 1.092  0.0809
2 H -1.154 2.455 1.059  0.0332
3 C -0.354 -0.088 -0.444  -0.1571
4 H -0.853 -0.950 -0.861  0.1247
5 H 3.268 -1.304 -0.086  0.0768
6 H -0.370 0.739 -1.163  0.1298
7 O 1.229 -1.140 -2.423  0.0533
8 N 1.106 -0.302 -0.345  0.0526
9 C -0.881 0.453 0.857  -0.4530
10 N 3.105 -1.291 -1.084  0.1292
11 C 1.767 -0.938 -1.354  -0.6217
12 H 1.476 -0.290 0.591  0.1262
13 H -0.505 -0.128 1.702  0.1252
14 H -2.901 0.916 1.627  0.0765
15 H 3.226 -2.252 -1.387  0.0965
16 H -2.874 0.537 -0.093  0.0839
17 H 0.192 2.122 0.343  0.0666
18 N -0.412 1.829 1.105  0.0493
19 C -2.389 0.332 0.865  -0.0730

No. 2
Density functional theory data (ωB97M-V/def2-TZVPD) for a molecular structure, C36H37CoNOP2S2Si in a non-equilibrium geometry.

Values from the calculation:
- Net charge: -1
- Highest occupied orbital energy (alpha / beta): -3.89 / -3.83 eV
- LUMO level (alpha / beta): 0.089 / 0.089 Eh
- Orbital gap (alpha / beta): 6.323 / 6.259 eV

Each line ends with the Löwdin charge.
Element x y z (Å)
1 C 3.167 -0.184 -0.072  -0.3360
2 C 4.262 0.649 0.094  -0.1134
3 C 4.432 -1.999 0.898  -0.0934
4 C 2.920 -0.709 -3.094  -0.0954
5 H -4.638 -0.305 -2.276  0.0155
6 C 0.187 -2.042 2.543  -0.1025
7 C 1.529 1.304 2.328  -0.3323
8 H -0.090 -1.796 -2.062  0.0526
9 H -3.634 -1.163 -3.458  0.0135
10 H -4.355 1.843 -0.484  0.0816
11 S -1.435 1.968 1.831  0.2910
12 H 3.671 0.031 -2.845  0.0973
13 C -1.710 -1.761 4.540  -0.0995
14 H 4.163 0.706 4.371  0.0962
15 H 3.220 4.234 2.134  0.1011
16 C -4.141 3.962 -0.585  -0.1042
17 H 1.184 3.136 1.271  0.0633
18 C -3.850 -0.185 -3.023  -0.2062
19 O -3.495 -0.200 0.486  -0.0540
20 H 0.354 -4.080 3.188  0.0975
21 H -2.677 -2.409 -1.614  0.0444
22 C -2.740 2.390 -1.791  -0.2713
23 C -1.086 -2.987 4.349  -0.1114
24 C -2.145 -2.202 -0.683  -0.2101
25 C 3.819 2.543 3.316  -0.1053
26 P 1.602 0.358 -0.906  0.3893
27 C 1.759 -0.791 -2.325  -0.3357
28 C -2.021 3.477 -2.290  -0.1002
29 H -1.763 5.604 -2.340  0.0952
30 H -0.133 1.296 -3.427  -0.0225
31 H -1.346 -3.834 4.974  0.0921
32 C 2.369 0.628 3.203  -0.0813
33 H -1.261 -2.843 -0.646  0.0482
34 C 3.112 -1.552 -4.173  -0.0907
35 H 4.714 3.023 3.696  0.0930
36 C 0.994 -2.588 -3.740  -0.0925
37 H -1.863 0.285 3.864  0.0544
38 Co -1.598 -0.346 -0.350  0.2243
39 H -3.680 -3.421 0.383  0.1092
40 H -4.962 4.144 0.099  0.0933
41 H 6.437 -1.527 1.517  0.0912
42 Si -2.277 0.622 -2.303  0.6368
43 C 3.511 1.245 3.694  -0.0996
44 H -1.166 3.305 -2.934  0.0818
45 C -2.350 4.781 -1.950  -0.0952
46 C 2.981 3.223 2.442  -0.0873
47 C -0.423 -0.805 2.736  -0.3359
48 H 2.412 -2.168 0.197  0.0950
49 H 2.144 -0.389 3.502  0.0982
50 H -4.243 0.454 -3.820  0.0242
51 H 0.233 -3.321 -3.984  0.0985
52 C 0.805 -1.734 -2.659  -0.1073
53 H 4.494 -3.037 1.208  0.0947
54 H -1.525 1.301 -4.547  0.0336
55 H 4.176 1.681 -0.227  0.0634
56 C 5.432 0.170 0.671  -0.0950
57 H -2.460 -1.649 5.315  0.0941
58 C -1.037 0.764 -3.724  -0.2059
59 H -2.449 -2.711 1.416  0.1074
60 C -3.879 -1.325 0.817  -0.4967
61 H -0.738 -0.213 -4.102  0.0117
62 C -3.801 2.662 -0.926  -0.1290
63 H 4.019 -1.472 -4.762  0.0952
64 H -3.670 6.046 -0.823  0.0908
65 H 2.295 -3.160 -5.348  0.0913
66 H -5.505 -0.643 1.816  0.1147
67 C -3.416 5.029 -1.098  -0.1090
68 N -5.041 -1.473 1.488  0.1852
69 C 0.277 -0.099 0.083  -0.5769
70 H 6.275 0.837 0.811  0.0972
71 H 0.887 -2.149 1.722  0.0798
72 C 2.146 -2.499 -4.502  -0.1055
73 C -1.376 -0.676 3.742  -0.1092
74 C -3.048 -2.535 0.512  -0.1679
75 H -5.291 -2.364 1.874  0.1019
76 C -0.131 -3.124 3.350  -0.0958
77 P -0.007 0.607 1.623  0.3671
78 C 3.266 -1.513 0.336  -0.1008
79 S 1.841 2.217 -1.564  0.2145
80 C 1.841 2.610 1.952  -0.1382
81 C 5.522 -1.154 1.069  -0.1084

No. 3
Density functional theory data (ωB97M-V/def2-TZVPD) for a single C5H8O molecule in a non-equilibrium geometry.

Values from the calculation:
- Net charge: 0
- Highest occupied orbital energy: -9.37 eV
- LUMO level: 0.035 Eh
- ΔE to the lowest compared entry with this formula, charge and spin: 183.1 kJ/mol
- Orbital gap: 10.333 eV

Each line ends with the Löwdin charge.
Element x y z (Å)
1 C 0.142 0.177 0.377  -0.3105
2 H -0.029 -1.751 -0.683  0.1154
3 O -2.454 -0.086 0.852  0.0522
4 C -0.859 0.821 -0.655  -0.0396
5 H -0.344 0.481 1.355  0.1627
6 C -1.647 -0.297 -0.032  -0.4651
7 H 1.992 1.255 -0.145  0.0770
8 C -0.499 -1.247 0.166  -0.0396
9 C 1.594 0.238 -0.103  -0.0628
10 H 2.267 -0.393 0.483  0.0771
11 H -0.460 0.736 -1.671  0.1152
12 H 1.622 -0.152 -1.136  0.0819
13 H -1.269 1.810 -0.448  0.1180
14 H -0.622 -1.905 1.028  0.1180